Version P
Molecular formula: C7H14O
Method: DFT, wB97M-V/def2-TZVPD

Calculated values
- HOMO level (eV) = -8.60
- Kohn-Sham gap (eV) = 9.528
- E_LUMO (Ha) = 0.034
- total charge = 0

Last column: natural (NBO) charge in e.
Cartesian coordinates (Å):
C (2.32, -0.52, -0.25)  -0.439
C (1.18, -1.52, 0.02)  -0.601
C (1.91, 0.90, 0.03)  -0.161
C (1.88, 1.87, -0.87)  -0.410
H (3.18, -0.78, 0.39)  0.207
H (2.66, -0.61, -1.28)  0.201
H (1.60, 1.11, 1.05)  0.202
H (1.52, -2.54, -0.14)  0.209
H (0.83, -1.43, 1.05)  0.201
H (0.34, -1.32, -0.64)  0.207
H (2.16, 1.71, -1.91)  0.189
H (1.56, 2.88, -0.61)  0.200
C (-2.03, 0.54, -0.92)  -0.865
C (-2.49, -0.84, 1.27)  -0.702
C (-1.92, 0.28, 0.47)  0.543
O (-1.11, 1.12, 1.01)  -0.655
H (-2.15, -0.80, 2.30)  0.237
H (-2.49, 1.51, -1.13)  0.259
H (-2.30, -0.23, -1.63)  0.223
H (-0.91, 1.30, -0.26)  0.464
H (-2.16, -1.78, 0.82)  0.248
H (-3.58, -0.83, 1.23)  0.242

---

Version Q
Molecular formula: C7H14O
Method: DFT, wB97M-V/def2-TZVPD

Calculated values
- HOMO level (eV) = -7.46
- Kohn-Sham gap (eV) = 6.737
- E_LUMO (Ha) = -0.026
- total charge = 0

Last column: Mulliken charge in e.
Cartesian coordinates (Å):
C (0.54, -0.83, -1.80)  -0.940
C (-0.84, -0.30, -1.42)  -0.719
C (-0.78, 0.77, -0.35)  0.924
C (-1.09, 0.52, 0.91)  -0.470
C (-1.10, -0.85, 1.43)  -0.212
C (0.14, -1.37, 1.76)  -0.451
C (-0.02, 1.99, -0.65)  -1.410
H (1.13, -1.08, -0.93)  0.155
H (0.49, -1.62, -2.55)  0.379
H (1.13, -0.04, -2.29)  0.291
H (-1.40, -1.12, -0.98)  0.278
H (-1.35, 0.08, -2.31)  0.362
H (-0.93, 1.33, 1.61)  0.319
H (-2.05, -1.34, 1.65)  0.423
H (0.34, -2.34, 2.21)  0.337
H (-0.38, -0.65, 2.59)  0.260
H (-0.40, 2.80, -0.05)  0.489
H (1.00, 1.66, -0.22)  0.248
H (-0.02, 2.28, -1.70)  0.343
H (1.09, -0.84, 1.54)  0.251
H (2.60, 0.66, 1.06)  0.057
O (1.89, 0.30, 0.50)  -0.913

---

Version R
Molecular formula: C7H14O
Method: DFT, wB97M-V/def2-TZVPD

Calculated values
- HOMO level (eV) = -9.11
- Kohn-Sham gap (eV) = 10.045
- E_LUMO (Ha) = 0.034
- total charge = 0
- SMILES = C/C=C\[C@](C)(O)CC

Last column: natural (NBO) charge in e.
Cartesian coordinates (Å):
C (0.65, -1.63, 1.33)  -0.616
C (-0.52, -0.69, 0.95)  -0.403
C (0.04, 0.78, 0.55)  0.208
C (-1.21, 1.59, 0.30)  -0.626
C (1.04, 0.77, -0.54)  -0.210
C (0.87, 0.06, -1.63)  -0.179
C (-0.23, -0.61, -2.28)  -0.651
H (0.35, -2.56, 1.58)  0.202
H (1.40, -1.79, 0.47)  0.211
H (1.14, -1.09, 2.19)  0.215
H (-1.16, -0.57, 1.87)  0.195
H (-1.20, -1.03, 0.13)  0.195
H (-0.99, 2.61, -0.03)  0.219
H (-1.82, 0.97, -0.37)  0.209
H (-1.84, 1.78, 1.21)  0.211
H (0.36, 1.09, 2.59)  0.470
H (1.96, 1.44, -0.33)  0.241
H (1.80, 0.05, -2.25)  0.193
H (-1.05, -0.76, -1.60)  0.204
H (0.18, -1.61, -2.62)  0.222
H (-0.59, -0.05, -3.19)  0.232
O (0.81, 1.24, 1.66)  -0.742

---

Version S
Molecular formula: C7H14O
Method: DFT, wB97M-V/def2-TZVPD

Calculated values
- HOMO level (eV) = -9.15
- Kohn-Sham gap (eV) = 10.126
- E_LUMO (Ha) = 0.036
- total charge = 0
- SMILES = C=C(C)CCCCO

Last column: natural (NBO) charge in e.
Cartesian coordinates (Å):
C (-1.10, 2.30, 0.72)  -0.075
O (-2.52, 2.46, 0.50)  -0.764
C (-0.57, 1.25, -0.29)  -0.450
C (0.99, 1.08, -0.19)  -0.382
C (1.34, -0.31, 0.46)  -0.442
C (0.40, -1.60, -1.51)  -0.413
C (0.65, -1.45, -0.21)  0.017
C (0.14, -2.61, 0.60)  -0.653
H (-0.69, 3.29, 0.61)  0.193
H (-1.15, 1.66, 1.59)  0.197
H (-2.93, 2.06, -0.27)  0.475
H (-1.04, 0.31, 0.00)  0.206
H (-0.61, 1.30, -1.42)  0.221
H (1.53, 1.01, -1.15)  0.196
H (1.52, 1.88, 0.30)  0.205
H (2.41, -0.25, 0.63)  0.230
H (0.86, -0.28, 1.47)  0.196
H (0.81, -0.92, -2.26)  0.185
H (-0.35, -2.26, -1.95)  0.198
H (-0.84, -2.97, 0.32)  0.227
H (0.78, -3.48, 0.35)  0.222
H (0.33, -2.47, 1.69)  0.210

---

version R has the most favorable energy; the next structure is 72.7 kJ/mol above.

---

Version P
Molecular formula: C4H12NOSi
Method: DFT, wB97M-V/def2-TZVPD

Calculated values
- HOMO level (eV) = -13.65
- Kohn-Sham gap (eV) = 10.043
- E_LUMO (Ha) = -0.133
- total charge = +1
- SMILES = C[Si](C)(C=O)C[NH3+]

Last column: natural (NBO) charge in e.
Cartesian coordinates (Å):
C (-1.40, -0.24, -1.01)  0.138
C (-0.82, -1.12, 1.59)  -1.105
C (-0.57, 2.28, 0.52)  -1.093
C (1.38, 0.08, -0.19)  -0.694
N (1.48, -1.07, -1.12)  -0.733
O (-0.92, -1.07, -1.75)  -0.547
Si (-0.37, 0.39, 0.53)  1.447
H (-2.30, 0.21, -1.38)  0.156
H (-1.31, -1.88, 0.91)  0.261
H (0.10, -1.62, 2.00)  0.258
H (-1.51, -0.79, 2.43)  0.281
H (0.36, 2.93, 0.53)  0.278
H (-1.05, 2.53, -0.54)  0.265
H (-1.34, 2.59, 1.21)  0.264
H (1.79, 1.01, -0.65)  0.255
H (2.18, -0.01, 0.68)  0.250
H (2.19, -0.86, -1.77)  0.430
H (1.73, -1.86, -0.58)  0.413
H (0.39, -1.49, -1.40)  0.475

---

Version Q
Molecular formula: C4H12NOSi
Method: DFT, wB97M-V/def2-TZVPD

Calculated values
- HOMO level (eV) = -13.11
- Kohn-Sham gap (eV) = 7.296
- E_LUMO (Ha) = -0.214
- total charge = +1

Last column: natural (NBO) charge in e.
Cartesian coordinates (Å):
C (-0.77, 0.32, -0.55)  -0.215
C (1.31, -1.56, 1.28)  -1.119
C (2.70, 0.40, -1.30)  -1.113
C (-1.55, 0.33, 0.72)  -0.271
N (-2.86, 0.51, 0.31)  -0.846
O (-0.74, 1.55, -1.19)  -0.740
Si (1.23, -0.17, -0.17)  1.750
H (-1.21, -0.26, -1.34)  0.218
H (0.84, -1.18, 2.19)  0.277
H (0.74, -2.41, 0.90)  0.272
H (2.31, -1.90, 1.55)  0.272
H (3.11, 1.37, -1.23)  0.298
H (3.44, -0.48, -1.46)  0.297
H (1.97, 0.39, -2.13)  0.257
H (-1.51, -0.52, 1.32)  0.190
H (-1.11, 1.15, 1.31)  0.186
H (-2.75, -0.19, -0.38)  0.360
H (-3.68, 0.53, 0.94)  0.415
H (-1.50, 2.13, -0.79)  0.511

---

version P has the most favorable energy; the next structure is 196.4 kJ/mol above.

---

Version P
Molecular formula: C7H11NO3S
Method: DFT, wB97M-V/def2-TZVPD

Calculated values
- HOMO level (eV) = -7.49
- Kohn-Sham gap (eV) = 8.119
- E_LUMO (Ha) = 0.023
- total charge = 0
- SMILES = C[C@H](OC=O)c1ccco1.[NH3+][S-]

Last column: natural (NBO) charge in e.
Cartesian coordinates (Å):
C (2.27, 1.58, 0.89)  -0.303
C (1.02, 1.88, 0.28)  -0.258
C (2.00, 0.70, 1.88)  0.097
C (0.09, 1.15, 0.96)  0.200
C (-2.09, 0.46, 1.99)  -0.623
C (-1.40, 1.05, 0.77)  0.056
C (-1.04, -0.72, -0.79)  0.676
N (0.61, -2.57, -3.15)  -0.837
O (0.68, 0.43, 1.94)  -0.406
O (-1.41, -1.46, -1.67)  -0.629
O (-1.77, 0.29, -0.39)  -0.478
S (1.79, -1.15, -3.10)  -0.459
H (3.22, 1.96, 0.60)  0.235
H (0.84, 2.53, -0.54)  0.236
H (2.62, 0.21, 2.60)  0.207
H (-1.69, -0.53, 2.21)  0.219
H (-3.16, 0.37, 1.80)  0.226
H (-1.94, 1.10, 2.85)  0.225
H (-1.79, 2.05, 0.56)  0.217
H (-0.08, -0.86, -0.28)  0.132
H (1.00, -3.34, -2.60)  0.405
H (-0.27, -2.24, -2.72)  0.453
H (0.48, -2.87, -4.11)  0.407

---

Version Q
Molecular formula: C7H11NO3S
Method: DFT, wB97M-V/def2-TZVPD

Calculated values
- HOMO level (eV) = -8.67
- Kohn-Sham gap (eV) = 9.076
- E_LUMO (Ha) = 0.015
- total charge = 0
- SMILES = COC1(OC)SCC(C)=NC1=O

Last column: natural (NBO) charge in e.
Cartesian coordinates (Å):
C (0.71, -1.58, -0.70)  0.382
C (-1.27, -0.50, -0.90)  0.624
C (0.23, -2.34, 0.50)  -0.559
C (-0.81, 0.37, 0.45)  0.358
C (2.03, -1.57, -1.37)  -0.677
C (0.54, 1.94, -0.83)  -0.298
C (-1.57, 1.87, 2.14)  -0.247
N (-0.18, -1.03, -1.34)  -0.476
O (-2.36, -0.54, -1.34)  -0.552
O (0.45, 0.90, 0.18)  -0.577
O (-1.76, 1.20, 0.86)  -0.516
S (-0.62, -1.04, 1.59)  0.145
H (-0.66, -3.05, 0.39)  0.269
H (0.98, -2.77, 1.12)  0.234
H (2.61, -2.49, -1.70)  0.242
H (2.65, -1.08, -0.66)  0.235
H (1.97, -1.04, -2.39)  0.250
H (1.58, 2.44, -0.65)  0.211
H (-0.31, 2.69, -0.90)  0.200
H (0.39, 1.56, -1.91)  0.190
H (-0.75, 1.43, 2.57)  0.185
H (-2.39, 1.71, 2.83)  0.191
H (-1.46, 2.90, 2.07)  0.187

---

version P has the most favorable energy; the next structure is 176.5 kJ/mol above.